No. 1
Density functional theory data (wB97M-V/def2-TZVPD) for a 2-piece molecular cluster, C17H37N2O2 overall at a distorted geometry.

Results
Charge: +1
M, g mol⁻¹: 301.49
Orbital gap, eV: 7.47
Energy above the lowest of the compared OMol25 structures with the same formula, charge and spin, kJ/mol: 48.79

Cartesian coordinates (Å):
C  -1.8769  0.1767  -1.7928
C  -3.2281  0.1942  -1.9329
C  -4.0316  -1.0727  -1.9267
C  -5.4885  -0.8786  -2.3275
O  -5.4400  -0.1587  -3.5458
C  -6.2170  -2.2403  -2.5411
N  -6.9815  -2.7511  -1.4303
O  -6.0754  -0.1008  -1.3132
C  -7.3474  0.4364  -1.6342
H  -1.3971  0.6808  -0.9560
H  -1.2194  -0.3400  -2.4891
H  -3.7554  1.1318  -2.0981
H  -3.9858  -1.4869  -0.9194
H  -3.5745  -1.7982  -2.6115
H  -6.2091  -0.3755  -4.0862
H  -6.8397  -2.1717  -3.4401
H  -5.4464  -2.9751  -2.7746
H  -6.4086  -3.1865  -0.7248
H  -7.5998  -2.0693  -1.0198
H  -7.9146  -0.2044  -2.3154
H  -7.9078  0.5196  -0.7032
H  -7.2602  1.4356  -2.0634
C  1.1594  -0.7530  3.1883
C  1.0453  0.0194  1.8741
C  1.7918  -0.6360  0.7145
C  3.3119  -0.7299  0.7389
N  4.1604  0.5149  0.9000
C  4.2215  1.0387  2.3121
C  5.0537  0.0232  3.0743
C  6.1082  -0.4511  2.0573
C  5.6058  0.0491  0.6989
C  3.8953  1.5970  -0.1307
C  2.7302  2.5690  0.0881
C  1.4439  2.3211  -0.7072
H  2.1914  -1.0262  3.4210
H  0.7849  -0.1580  4.0207
H  0.5734  -1.6711  3.1500
H  1.3545  1.0554  2.0178
H  -0.0085  0.0737  1.5939
H  1.4821  -0.1895  -0.2299
H  1.4549  -1.6748  0.6435
H  3.6223  -1.1508  -0.2166
H  3.6415  -1.4234  1.5109
H  4.7225  2.0055  2.2561
H  3.2276  1.1717  2.7222
H  4.4375  -0.8135  3.3985
H  5.4887  0.4544  3.9725
H  6.2242  -1.5324  2.0779
H  7.0861  -0.0242  2.2674
H  5.6271  -0.6946  -0.0915
H  6.1770  0.9166  0.3823
H  3.8419  1.0975  -1.0987
H  4.8044  2.1938  -0.1216
H  3.1169  3.5337  -0.2442
H  2.5140  2.7066  1.1475
H  1.6356  1.7772  -1.6330
H  0.9793  3.2683  -0.9757
H  0.6981  1.7766  -0.1338


No. 2
Density functional theory data (wB97M-V/def2-TZVPD) for a 7-piece molecular cluster, C17H37N3O27S7 overall at a distorted geometry.

Results
Charge: 0
M, g mol⁻¹: 939.95
Orbital gap, eV: 8.46

Cartesian coordinates (Å):
N  1.3467  3.0597  0.9125
C  0.2823  3.3398  0.2571
N  0.1974  3.1175  -1.1446
N  -0.8727  3.9415  0.9062
C  -0.6854  5.3933  1.1769
C  -1.7436  6.3094  0.4782
C  -3.1921  6.2315  1.1315
C  -3.8280  4.8721  0.6755
O  -5.2710  4.8179  0.8257
S  -5.6535  3.1972  0.5129
O  -6.4597  2.7474  1.6354
O  -6.5496  3.1467  -0.8906
H  1.1991  3.3331  1.8897
H  1.0229  3.5806  -1.5770
H  -0.6159  3.6511  -1.4444
H  -1.1272  3.4468  1.7599
H  0.3443  5.6483  0.8025
H  -0.7427  5.5675  2.2796
H  -1.8430  6.0149  -0.6028
H  -1.4205  7.3870  0.4670
H  -3.8236  7.1050  0.8166
H  -3.0242  6.2507  2.2420
H  -3.3987  4.0771  1.3460
H  -3.4516  4.6425  -0.3511
H  -5.9686  3.4229  -1.6291
C  -1.3842  -1.0569  -3.0848
C  -2.8592  -0.7981  -3.3210
O  -3.0888  0.5108  -2.7950
S  -1.7507  1.4057  -2.9959
O  -1.9073  2.1924  -4.1719
O  -1.3876  1.9735  -1.7416
O  -0.7390  0.1974  -3.3278
H  -1.1943  -1.3432  -2.0481
H  -0.9882  -1.8227  -3.7495
H  -3.4947  -1.5299  -2.8261
H  -3.0917  -0.7796  -4.3892
C  5.2312  3.6429  -4.3456
C  4.4043  4.8624  -4.7025
O  3.0473  4.4455  -4.5350
S  2.9692  3.3610  -3.3427
O  2.5825  4.0347  -2.1469
O  2.2933  2.2128  -3.8236
O  4.5456  3.0367  -3.2471
H  5.2562  2.9257  -5.1696
H  6.2494  3.9033  -4.0620
H  4.5794  5.2009  -5.7217
H  4.5936  5.6858  -4.0089
C  1.5220  -3.7416  -1.2130
C  2.1511  -4.6166  -2.2760
O  1.1530  -5.5961  -2.5840
S  -0.3077  -4.9374  -2.4161
O  -0.7629  -4.5225  -3.6991
O  -1.0763  -5.7650  -1.5571
O  0.1463  -3.6185  -1.5935
H  1.5619  -4.2205  -0.2316
H  1.9902  -2.7604  -1.1554
H  3.0671  -5.0937  -1.9329
H  2.3580  -4.0468  -3.1856
C  -7.1660  7.0339  2.8074
C  -8.5355  7.4604  2.3206
O  -8.7525  8.7430  2.9165
S  -7.3369  9.5065  3.0611
O  -7.1879  10.3912  1.9595
O  -7.1937  9.9316  4.4079
O  -6.3805  8.2304  2.8146
H  -7.2121  6.6506  3.8298
H  -6.7131  6.2840  2.1604
H  -9.3173  6.7626  2.6132
H  -8.5484  7.5852  1.2346
C  4.6613  -7.9720  0.8808
C  5.1865  -9.0934  0.0090
O  5.4405  -8.4817  -1.2614
S  5.8939  -6.9521  -1.0309
O  7.3115  -6.8902  -1.0728
O  5.0678  -6.1157  -1.8333
O  5.4270  -6.8193  0.5057
H  3.6087  -7.7662  0.6689
H  4.7810  -8.1817  1.9452
H  4.4744  -9.9093  -0.0923
H  6.1333  -9.4834  0.3918
C  3.5156  -10.3290  6.2353
C  4.9707  -9.9071  6.2186
O  5.3229  -9.8657  4.8324
S  4.0322  -9.4314  3.9707
O  4.1127  -8.0354  3.7210
O  3.8380  -10.3883  2.9390
O  2.9230  -9.6643  5.1152
H  3.4131  -11.4064  6.0855
H  3.0133  -10.0431  7.1575
H  5.6121  -10.6009  6.7580
H  5.0966  -8.9022  6.6296


No. 3
Density functional theory data (wB97M-V/def2-TZVPD) for a 3-piece molecular cluster, C17H37NO13P2 overall at a distorted geometry.

Results
Structure (SMILES): COCCCC[C@@]1(CCC(N)=O)COC(=O)O1.COP(=O)(OC)OC.COP(=O)(OC)OC
Charge: 0
M, g mol⁻¹: 525.43
Orbital gap, eV: 7.33
Energy above the lowest of the compared OMol25 structures with the same formula, charge and spin, kJ/mol: 445.70

Cartesian coordinates (Å):
C  -2.7604  -0.7449  -2.0104
O  -3.3129  -0.4545  -0.7128
C  -2.4527  -0.9356  0.3208
C  -1.1044  -0.1372  0.3965
C  0.1327  -1.0224  0.7945
C  1.3463  -0.9136  -0.1748
C  1.9453  0.5271  -0.3423
C  2.1687  0.9124  -1.8391
C  1.3110  2.1384  -2.3100
C  2.0678  3.4924  -2.1613
N  1.2894  4.5879  -1.7043
O  3.2133  3.6499  -2.4424
C  1.5840  1.6411  0.6578
O  2.3860  1.3856  1.8164
C  3.6054  0.9557  1.2884
O  4.6310  1.1096  1.7806
O  3.3384  0.3185  0.1228
H  -1.8747  -1.4089  -1.8766
H  -2.3921  0.2113  -2.4447
H  -3.4551  -1.2657  -2.6943
H  -2.2979  -2.0359  0.2288
H  -3.0186  -0.7940  1.2671
H  -1.2356  0.5951  1.2269
H  -0.9325  0.4860  -0.5072
H  -0.2195  -2.0800  0.7452
H  0.3989  -0.8634  1.8613
H  2.1338  -1.5919  0.2134
H  1.0354  -1.3266  -1.1567
H  1.9166  0.0689  -2.5137
H  3.2249  1.1823  -2.0468
H  0.3180  2.2011  -1.8201
H  1.1091  2.0383  -3.4004
H  0.4383  4.2304  -1.2705
H  1.7953  5.1563  -1.0288
H  0.5272  1.9087  0.8253
H  2.0189  2.6083  0.2952
C  6.7460  -5.1016  5.3541
O  6.1188  -4.0650  6.0988
P  5.7048  -2.6543  5.2574
O  5.1575  -3.3263  4.0228
O  7.2930  -2.2421  5.1070
C  8.1205  -2.2313  6.2739
O  5.2042  -1.0923  4.8675
C  5.6075  -0.5678  3.6003
H  7.2600  -5.7494  6.0662
H  5.9958  -5.6888  4.8261
H  7.4761  -4.7046  4.6480
H  8.7958  -3.0868  6.2429
H  7.5360  -2.2717  7.1927
H  8.7146  -1.3177  6.2715
H  5.0894  -1.0779  2.7913
H  6.6865  -0.6407  3.4616
H  5.3336  0.4782  3.5824
C  -8.9627  -0.2128  -5.4738
O  -8.1253  0.9306  -5.6029
P  -6.9735  1.1825  -4.3884
O  -6.5177  -0.2499  -4.2610
O  -8.1519  1.5750  -3.3077
C  -9.1236  2.5630  -3.6676
O  -5.7762  1.8513  -3.4077
C  -5.6329  1.3216  -2.0931
H  -9.8454  -0.0413  -6.0918
H  -8.4456  -1.0980  -5.8412
H  -9.2793  -0.3651  -4.4415
H  -10.0782  2.0732  -3.8608
H  -8.8275  3.1279  -4.5508
H  -9.2474  3.2509  -2.8316
H  -5.2248  0.3146  -2.1230
H  -6.5779  1.3281  -1.5506
H  -4.9294  1.9578  -1.5551


Which of these has the highest M? C17H37N3O27S7


What did the third record say?
Density functional theory data (wB97M-V/def2-TZVPD) for a 3-piece molecular cluster, C17H37NO13P2 overall at a distorted geometry.

Results
Structure (SMILES): COCCCC[C@@]1(CCC(N)=O)COC(=O)O1.COP(=O)(OC)OC.COP(=O)(OC)OC
Charge: 0
M, g mol⁻¹: 525.43
Orbital gap, eV: 7.33
Energy above the lowest of the compared OMol25 structures with the same formula, charge and spin, kJ/mol: 445.70

Cartesian coordinates (Å):
C  -2.7604  -0.7449  -2.0104
O  -3.3129  -0.4545  -0.7128
C  -2.4527  -0.9356  0.3208
C  -1.1044  -0.1372  0.3965
C  0.1327  -1.0224  0.7945
C  1.3463  -0.9136  -0.1748
C  1.9453  0.5271  -0.3423
C  2.1687  0.9124  -1.8391
C  1.3110  2.1384  -2.3100
C  2.0678  3.4924  -2.1613
N  1.2894  4.5879  -1.7043
O  3.2133  3.6499  -2.4424
C  1.5840  1.6411  0.6578
O  2.3860  1.3856  1.8164
C  3.6054  0.9557  1.2884
O  4.6310  1.1096  1.7806
O  3.3384  0.3185  0.1228
H  -1.8747  -1.4089  -1.8766
H  -2.3921  0.2113  -2.4447
H  -3.4551  -1.2657  -2.6943
H  -2.2979  -2.0359  0.2288
H  -3.0186  -0.7940  1.2671
H  -1.2356  0.5951  1.2269
H  -0.9325  0.4860  -0.5072
H  -0.2195  -2.0800  0.7452
H  0.3989  -0.8634  1.8613
H  2.1338  -1.5919  0.2134
H  1.0354  -1.3266  -1.1567
H  1.9166  0.0689  -2.5137
H  3.2249  1.1823  -2.0468
H  0.3180  2.2011  -1.8201
H  1.1091  2.0383  -3.4004
H  0.4383  4.2304  -1.2705
H  1.7953  5.1563  -1.0288
H  0.5272  1.9087  0.8253
H  2.0189  2.6083  0.2952
C  6.7460  -5.1016  5.3541
O  6.1188  -4.0650  6.0988
P  5.7048  -2.6543  5.2574
O  5.1575  -3.3263  4.0228
O  7.2930  -2.2421  5.1070
C  8.1205  -2.2313  6.2739
O  5.2042  -1.0923  4.8675
C  5.6075  -0.5678  3.6003
H  7.2600  -5.7494  6.0662
H  5.9958  -5.6888  4.8261
H  7.4761  -4.7046  4.6480
H  8.7958  -3.0868  6.2429
H  7.5360  -2.2717  7.1927
H  8.7146  -1.3177  6.2715
H  5.0894  -1.0779  2.7913
H  6.6865  -0.6407  3.4616
H  5.3336  0.4782  3.5824
C  -8.9627  -0.2128  -5.4738
O  -8.1253  0.9306  -5.6029
P  -6.9735  1.1825  -4.3884
O  -6.5177  -0.2499  -4.2610
O  -8.1519  1.5750  -3.3077
C  -9.1236  2.5630  -3.6676
O  -5.7762  1.8513  -3.4077
C  -5.6329  1.3216  -2.0931
H  -9.8454  -0.0413  -6.0918
H  -8.4456  -1.0980  -5.8412
H  -9.2793  -0.3651  -4.4415
H  -10.0782  2.0732  -3.8608
H  -8.8275  3.1279  -4.5508
H  -9.2474  3.2509  -2.8316
H  -5.2248  0.3146  -2.1230
H  -6.5779  1.3281  -1.5506
H  -4.9294  1.9578  -1.5551


Look up the orbital gap of the second one. 8.46 eV


The highest charge belongs to which entry? C17H37N2O2